1.
DFT (ωB97M-V/def2-TZVPD) results for C5H6O2 in the gas phase at a distorted geometry.

Positions of all 13 atoms, in Å:
O  -2.387  -0.271  -0.378
C  -1.405  -0.936  -0.148
C  -0.272  -0.700  0.659
C  1.124  -0.468  -0.134
C  1.018  1.090  -0.593
C  0.006  1.527  0.242
O  -0.607  0.620  1.107
H  -1.510  -2.054  -0.619
H  -0.148  -1.386  1.603
H  1.094  -0.953  -1.184
H  1.991  -0.688  0.699
H  1.426  1.685  -1.388
H  -0.330  2.533  0.135

Properties
- Energy above the lowest of the compared OMol25 structures with the same formula, charge and spin: 78.5 kcal per mole
- HOMO level: -8.9 eV
- SMILES string: O=C[C@H]1CC=CO1
- Kohn-Sham gap: 9.467 eV
- LUMO level: 0.60 eV
- Calculated total energy: -344.47675 Ha
- Total charge: 0

***

2.
DFT (ωB97M-V/def2-TZVPD) results for C5H6O2 in the gas phase.

Positions of all 13 atoms, in Å:
C  0.650  0.317  1.882
C  0.213  -0.016  0.674
C  0.844  -0.846  -0.402
O  0.461  -0.218  -1.624
C  -0.801  0.403  -1.456
C  -1.047  0.488  0.048
O  -2.053  0.870  0.595
H  0.053  0.964  2.518
H  1.609  -0.029  2.260
H  1.934  -0.903  -0.372
H  0.430  -1.866  -0.339
H  -0.766  1.417  -1.873
H  -1.599  -0.154  -1.963

Properties
- Energy above the lowest of the compared OMol25 structures with the same formula, charge and spin: 29.1 kcal per mole
- HOMO level: -9.8 eV
- SMILES string: C=C1COCC1=O
- Kohn-Sham gap: 9.916 eV
- LUMO level: 0.16 eV
- Calculated total energy: -344.55558 Ha
- Total charge: 0